1.
DFT (ωB97M-V with the def2-TZVPD basis set) results for a single C3H4N2O molecule.

gap between HOMO and LUMO = 8.668 eV
2S+1 = 1
net charge = 0

Each line ends with the Mulliken charge.
Element x y z (Å)
N  -0.229564  -0.973201  -1.172673  -0.354
C  0.171702  0.092773  -0.526216  0.201
C  1.289658  0.182883  0.357255  -0.173
N  0.580032  0.479052  1.385260  -0.387
C  -0.755767  0.868760  0.708688  0.174
O  -1.812142  0.313039  1.013989  -0.651
H  -1.209526  -1.017193  -1.427051  0.254
H  0.286965  -1.843523  -1.205904  0.223
H  2.345737  -0.063282  0.325285  0.382
H  -0.661072  1.958901  0.535220  0.332

Cartesian forces (eV/Å) of the 6 atoms listed first:
0.00 0.16 0.11
0.01 -0.41 -0.23
0.03 0.01 0.21
0.36 -0.10 0.00
-0.32 0.26 -0.08
0.06 0.06 -0.02



2.
DFT (ωB97M-V with the def2-TZVPD basis set) results for a single C3H4N2O molecule.

gap between HOMO and LUMO = 8.013 eV
2S+1 = 1
net charge = 0

Each line ends with the Mulliken charge.
Element x y z (Å)
O  -0.326744  -2.262049  0.170755  -0.214
C  0.870084  -2.122055  -0.293784  -0.295
C  1.038087  -0.672091  -0.798603  0.176
N  0.307220  0.257247  -0.394858  -0.392
C  -0.467559  1.189325  0.198484  0.120
N  -0.202342  1.693856  1.338632  -0.654
H  -0.851233  -1.418297  0.121664  0.272
H  1.878860  -0.485203  -1.476292  0.384
H  -1.325931  1.443689  -0.435841  0.354
H  -0.920440  2.375579  1.569843  0.250

Cartesian forces (eV/Å) of the 6 atoms listed first:
0.22 0.06 -0.10
-0.36 0.11 0.09
-0.09 0.30 0.05
0.18 -0.24 -0.04
0.03 -0.06 0.04
-0.15 -0.03 -0.23



3.
DFT (ωB97M-V with the def2-TZVPD basis set) results for a molecular structure, C3H4N2O.

gap between HOMO and LUMO (alpha / beta) = 8.945 / 8.953 eV
2S+1 = 1
net charge = 0

Each line ends with the Mulliken charge.
Element x y z (Å)
C  -1.524551  -0.263192  0.076109  -1.116
C  -0.040583  -0.182756  0.105668  0.053
N  0.768586  -1.066252  0.669522  -0.004
O  1.992547  -0.988997  0.688367  -0.414
N  2.084863  0.823651  -0.357670  -0.342
C  0.853675  0.803276  -0.407048  0.579
H  -1.981489  0.579562  0.605898  0.267
H  -1.836844  -1.190056  0.562328  0.327
H  -1.898274  -0.266865  -0.953024  0.275
H  1.621081  1.720736  -0.983195  0.375

Cartesian forces (eV/Å) of the 6 atoms listed first:
-0.09 -0.02 0.00
0.02 -0.23 0.15
-0.01 0.20 -0.12
-0.24 0.01 -0.03
-0.56 0.03 -0.02
0.51 -0.23 0.18



4.
DFT (ωB97M-V with the def2-TZVPD basis set) results for a single C3H4N2O molecule in a non-equilibrium geometry.

gap between HOMO and LUMO = 9.565 eV
2S+1 = 1
SMILES = [H]/N=c1/cc[nH]o1
net charge = 0

Each line ends with the Mulliken charge.
Element x y z (Å)
H  -0.553732  -2.570603  -0.027167  0.279
N  0.047339  -1.922267  -0.692810  -0.541
C  0.051830  -0.806345  -0.253836  0.377
C  0.914107  0.310431  -0.814752  -0.415
C  0.675054  1.316154  0.161260  -0.189
N  -0.625488  1.196000  0.732294  -0.129
O  -0.971968  -0.160193  0.587291  -0.283
H  1.921564  0.381414  -1.442591  0.254
H  1.194151  2.227268  0.261332  0.404
H  -0.585143  1.405892  1.677673  0.243

Cartesian forces (eV/Å) of the 6 atoms listed first:
1.14 1.43 -2.02
-1.67 -6.56 1.67
-0.23 6.28 -1.17
1.28 2.60 3.88
-1.44 -2.24 -3.85
2.15 -0.52 -2.08



5.
DFT (ωB97M-V with the def2-TZVPD basis set) results for a single C3H4N2O molecule in a non-equilibrium geometry.

gap between HOMO and LUMO = 10.770 eV
2S+1 = 1
SMILES = [H]/N=C(/C#N)OC
net charge = 0

Each line ends with the Mulliken charge.
Element x y z (Å)
H  0.420536  -1.746261  0.009572  0.244
N  0.967543  -1.150467  0.568289  -0.595
C  0.641358  0.183441  0.517501  0.517
C  1.346961  1.044011  1.375141  0.270
N  1.856888  1.785872  2.070291  -0.344
O  -0.288328  0.841080  -0.250485  -0.259
C  -1.102660  -0.123594  -0.979261  -0.723
H  -1.964942  -0.320378  -0.354773  0.285
H  -0.584135  -0.969724  -1.064460  0.359
H  -1.293222  0.456021  -1.891816  0.246

Cartesian forces (eV/Å) of the 6 atoms listed first:
-0.85 -0.67 -0.89
-0.08 6.27 1.26
-0.25 -5.66 -1.44
0.12 0.31 0.06
0.62 0.74 0.75
1.12 -1.68 1.12



6.
DFT (ωB97M-V with the def2-TZVPD basis set) results for a molecular structure, C3H4N2O in a non-equilibrium geometry.

gap between HOMO and LUMO = 10.814 eV
2S+1 = 1
net charge = 0

Each line ends with the Mulliken charge.
Element x y z (Å)
C  -0.964039  0.755681  -0.847761  -1.062
C  -0.231785  0.117079  0.091506  0.769
C  1.351405  -1.035644  0.669617  -0.007
H  -2.037794  1.038636  -0.562020  0.306
H  -1.005861  0.169766  -1.631270  0.340
H  -0.689094  1.801092  -1.298864  0.272
H  2.425486  -1.185190  0.723797  0.347
N  -0.484153  -0.205157  1.351060  -0.400
N  0.723450  -0.973413  1.859439  -0.313
O  0.912385  -0.482849  -0.355503  -0.251

Cartesian forces (eV/Å) of the 6 atoms listed first:
-4.79 7.64 -0.82
1.31 -2.82 6.10
3.73 -2.05 7.49
1.50 -0.99 0.09
-0.52 -2.94 -4.32
0.56 -1.80 1.19



Number 1: E_tot -301.34459 a.u.. Number 2: E_tot -301.30766 a.u.. Number 3: E_tot -301.26575 a.u.. Number 4: E_tot -301.33685 a.u.. Number 5: E_tot -301.39106 a.u.. Number 6: E_tot -301.37242 a.u..